Entry 1:
{
  "formula": "C41H78B2F3N4O11",
  "method": "ωB97M-V/def2-TZVPD",
  "charge": 1,
  "e_tot_ev": -81769.125,
  "multiplicity": 1,
  "e_homo_ev": -9.6,
  "symbols": ["C", "C", "O", "B", "O", "N", "C", "N", "B", "O", "C", "C", "N", "C", "C", "C", "C", "C", "C", "C", "C", "C", "C", "C", "C", "N", "C", "C", "C", "C", "C", "C", "C", "F", "C", "F", "F", "H", "H", "H", "H", "H", "H", "H", "H", "H", "H", "H", "H", "H", "H", "H", "H", "H", "H", "H", "H", "H", "H", "H", "H", "H", "H", "H", "H", "H", "H", "H", "H", "H", "H", "H", "H", "H", "H", "H", "H", "H", "H", "H", "H", "H", "H", "O", "C", "O", "C", "C", "C", "H", "H", "H", "H", "H", "H", "H", "H", "O", "C", "O", "C", "C", "C", "H", "H", "H", "H", "H", "H", "H", "H", "O", "C", "O", "C", "C", "C", "H", "H", "H", "H", "H", "H", "H", "H", "O", "C", "O", "C", "C", "C", "H", "H", "H", "H", "H", "H", "H", "H"],
  "positions_angstrom": [[2.63, -4.35, 0.54], [1.25, -4.56, 0.00], [0.57, -3.31, -0.22], [-0.34, -3.30, -1.20], [-1.10, -4.37, -1.56], [-0.63, -2.11, -2.03], [0.12, -1.04, -2.26], [-0.37, -0.12, -3.11], [0.53, 0.93, -3.73], [0.57, 0.80, -5.10], [1.23, 2.09, -3.00], [0.16, 3.10, -2.48], [1.29, -0.81, -1.60], [1.23, -0.16, -0.27], [-0.01, 0.71, -0.08], [-1.15, 0.04, 0.66], [-2.43, 0.85, 0.48], [-3.09, 0.65, -0.89], [-4.37, -0.16, -0.82], [-5.64, 0.69, -0.63], [-6.82, 0.29, -1.49], [-7.63, -0.95, -1.02], [-7.06, -1.65, 0.19], [-7.88, -2.86, 0.63], [-7.64, -3.19, 2.10], [-6.27, -2.95, 2.50], [-5.87, -2.01, 3.41], [-4.50, -2.04, 3.51], [-4.05, -3.05, 2.65], [-5.16, -3.59, 2.03], [2.55, -1.44, -1.98], [2.59, -2.05, -3.37], [2.23, -3.48, -3.41], [3.06, -4.31, -2.78], [1.18, -3.98, -4.04], [0.51, -3.33, -4.96], [0.67, -5.16, -3.84], [2.93, -5.19, 1.15], [2.73, -3.43, 1.09], [3.33, -4.31, -0.29], [1.35, -5.06, -0.96], [0.66, -5.23, 0.62], [-1.37, -4.90, -0.80], [-1.53, -2.13, -2.48], [-0.86, -0.60, -3.85], [1.46, 0.69, -5.42], [1.90, 1.82, -2.20], [1.83, 2.61, -3.73], [-0.84, 2.69, -2.56], [0.19, 3.99, -3.09], [0.38, 3.35, -1.46], [1.29, -0.85, 0.56], [2.11, 0.47, -0.19], [0.29, 1.56, 0.50], [-0.38, 1.09, -1.02], [-1.37, -0.95, 0.27], [-0.96, 0.01, 1.72], [-3.14, 0.65, 1.27], [-2.17, 1.90, 0.56], [-2.40, 0.07, -1.49], [-3.22, 1.59, -1.41], [-4.49, -0.71, -1.74], [-4.28, -0.89, -0.03], [-5.38, 1.70, -0.90], [-5.91, 0.73, 0.42], [-7.49, 1.14, -1.53], [-6.46, 0.09, -2.49], [-7.70, -1.66, -1.83], [-8.64, -0.62, -0.78], [-7.02, -0.95, 1.02], [-6.08, -2.01, -0.04], [-7.54, -3.71, 0.06], [-8.94, -2.70, 0.44], [-8.30, -2.59, 2.71], [-7.88, -4.23, 2.29], [-6.53, -1.37, 3.96], [-3.88, -1.43, 4.13], [-3.03, -3.34, 2.48], [-5.21, -4.39, 1.32], [2.83, -2.20, -1.27], [3.32, -0.69, -1.91], [3.61, -1.96, -3.72], [1.99, -1.54, -4.11], [2.36, 3.13, 0.16], [3.19, 3.96, -0.11], [3.53, 4.12, -1.40], [4.36, 5.20, -1.85], [5.84, 4.86, -1.74], [3.91, 4.74, 0.96], [4.11, 6.12, -1.34], [4.09, 5.34, -2.90], [6.14, 4.70, -0.71], [6.44, 5.67, -2.15], [6.06, 3.95, -2.29], [4.75, 4.15, 1.33], [3.22, 4.91, 1.78], [4.28, 5.71, 0.64], [-1.30, 5.20, -0.60], [-1.63, 6.08, -1.35], [-1.20, 7.33, -1.11], [-1.39, 8.41, -2.02], [-2.74, 9.08, -1.84], [-2.59, 5.83, -2.49], [-1.24, 8.08, -3.05], [-0.59, 9.11, -1.80], [-3.56, 8.40, -2.04], [-2.83, 9.94, -2.50], [-2.85, 9.43, -0.81], [-3.61, 5.89, -2.11], [-2.42, 4.83, -2.86], [-2.49, 6.52, -3.32], [6.33, -3.17, 1.25], [6.67, -4.28, 1.57], [5.99, -4.92, 2.54], [6.19, -6.30, 2.86], [7.33, -6.50, 3.83], [7.89, -4.93, 0.96], [6.31, -6.89, 1.96], [5.25, -6.61, 3.32], [8.28, -6.18, 3.41], [7.41, -7.55, 4.11], [7.17, -5.91, 4.74], [8.77, -4.60, 1.51], [7.97, -4.60, -0.07], [7.86, -6.02, 0.96], [-0.19, 1.90, 3.60], [0.87, 1.56, 4.03], [1.36, 0.35, 3.72], [2.69, -0.04, 4.08], [2.75, -0.59, 5.49], [1.64, 2.44, 5.00], [3.39, 0.79, 3.93], [2.97, -0.80, 3.36], [2.46, 0.16, 6.22], [3.75, -0.93, 5.72], [2.06, -1.43, 5.59], [1.27, 2.26, 6.01], [1.44, 3.48, 4.74], [2.72, 2.30, 4.99]],
  "lowdin_charge": [-0.044, -0.195, 0.115, -0.748, 0.213, 0.312, -0.300, 0.269, -0.509, 0.173, -0.108, -0.074, -0.052, -0.102, -0.156, -0.177, -0.175, -0.197, -0.208, -0.208, -0.187, -0.185, -0.226, -0.168, -0.136, -0.127, -0.097, -0.100, -0.110, -0.109, -0.107, -0.065, -0.229, 0.110, -0.344, 0.164, 0.187, 0.082, 0.084, 0.062, 0.110, 0.125, 0.126, 0.166, 0.160, 0.117, 0.082, 0.101, 0.063, 0.078, 0.052, 0.121, 0.111, 0.114, 0.075, 0.099, 0.103, 0.112, 0.114, 0.068, 0.105, 0.106, 0.095, 0.104, 0.105, 0.101, 0.100, 0.108, 0.106, 0.110, 0.094, 0.108, 0.111, 0.121, 0.120, 0.113, 0.089, 0.080, 0.111, 0.114, 0.132, 0.135, 0.113, 0.100, -0.508, -0.006, -0.229, -0.060, 0.025, 0.115, 0.123, 0.069, 0.085, 0.083, 0.098, 0.092, 0.074, 0.103, -0.527, 0.000, -0.238, -0.061, 0.019, 0.111, 0.122, 0.068, 0.084, 0.085, 0.098, 0.076, 0.072, 0.094, -0.536, -0.010, -0.237, -0.061, 0.015, 0.113, 0.121, 0.069, 0.085, 0.085, 0.098, 0.090, 0.071, 0.112, -0.525, -0.010, -0.237, -0.058, 0.016, 0.111, 0.117, 0.069, 0.083, 0.085, 0.097, 0.091, 0.068]
}

---

Entry 2:
{
  "formula": "C41H78BBr2F3N3O2",
  "method": "ωB97M-V/def2-TZVPD",
  "charge": -1,
  "e_tot_ev": -201264.927,
  "multiplicity": 1,
  "e_homo_ev": -4.8,
  "symbols": ["C", "C", "C", "C", "C", "C", "C", "C", "C", "C", "C", "C", "C", "C", "C", "O", "B", "C", "C", "C", "C", "C", "C", "C", "F", "Br", "C", "F", "F", "Br", "O", "C", "C", "C", "C", "C", "N", "C", "H", "H", "H", "H", "H", "H", "H", "H", "H", "H", "H", "H", "H", "H", "H", "H", "H", "H", "H", "H", "H", "H", "H", "H", "H", "H", "H", "H", "H", "H", "H", "H", "H", "H", "H", "H", "H", "H", "H", "H", "H", "H", "H", "H", "H", "H", "H", "H", "C", "C", "N", "C", "C", "C", "C", "H", "H", "H", "H", "H", "H", "H", "H", "H", "H", "H", "H", "H", "H", "H", "C", "C", "N", "C", "C", "C", "C", "H", "H", "H", "H", "H", "H", "H", "H", "H", "H", "H", "H", "H", "H", "H"],
  "positions_angstrom": [[1.57, -2.92, 3.21], [0.54, -3.10, 2.09], [-0.71, -2.23, 2.24], [-1.58, -2.70, 3.42], [-2.98, -2.06, 3.46], [-3.25, -1.13, 4.66], [-3.49, 0.34, 4.24], [-4.98, 0.59, 4.01], [-5.42, 1.99, 3.56], [-4.64, 2.63, 2.39], [-3.90, 3.94, 2.72], [-2.94, 3.91, 3.91], [-1.54, 3.43, 3.48], [-0.76, 4.61, 2.86], [0.11, 4.27, 1.66], [-0.27, 3.07, 1.02], [0.86, 2.72, 0.08], [1.30, 1.14, 0.11], [2.36, 0.75, 1.15], [3.80, 1.07, 0.73], [4.84, 0.33, 1.58], [0.33, 3.10, -1.45], [-1.02, 2.42, -1.69], [-1.49, 2.26, -3.12], [-1.89, 3.47, -3.62], [-0.13, 1.54, -4.31], [-2.75, 1.32, -3.21], [-2.93, 0.81, -4.45], [-2.61, 0.27, -2.39], [-4.38, 2.25, -2.76], [1.98, 3.61, 0.53], [1.63, 4.02, 1.82], [2.51, 5.11, 2.37], [2.49, 5.48, 3.74], [3.39, 6.51, 4.15], [4.26, 7.10, 3.21], [4.28, 6.76, 1.92], [3.43, 5.79, 1.53], [1.90, -1.88, 3.28], [2.43, -3.56, 3.02], [1.16, -3.23, 4.18], [0.22, -4.15, 2.12], [1.02, -2.94, 1.12], [-0.40, -1.19, 2.39], [-1.29, -2.32, 1.33], [-1.03, -2.52, 4.35], [-1.70, -3.79, 3.30], [-3.14, -1.51, 2.53], [-3.73, -2.86, 3.47], [-4.13, -1.46, 5.20], [-2.38, -1.15, 5.33], [-3.07, 1.00, 5.01], [-2.90, 0.53, 3.34], [-5.32, -0.13, 3.27], [-5.48, 0.36, 4.95], [-6.46, 1.92, 3.26], [-5.40, 2.69, 4.40], [-5.36, 2.87, 1.60], [-3.96, 1.91, 1.93], [-3.29, 4.18, 1.84], [-4.62, 4.76, 2.81], [-2.83, 4.92, 4.32], [-3.33, 3.30, 4.73], [-1.00, 3.04, 4.34], [-1.66, 2.64, 2.74], [-1.49, 5.35, 2.53], [-0.18, 5.09, 3.65], [0.00, 5.06, 0.90], [0.43, 0.49, 0.26], [1.70, 0.84, -0.87], [2.16, 1.21, 2.13], [2.33, -0.34, 1.32], [3.97, 2.15, 0.84], [3.95, 0.85, -0.33], [4.86, -0.73, 1.35], [4.64, 0.48, 2.64], [5.85, 0.72, 1.39], [0.20, 4.19, -1.53], [1.08, 2.79, -2.18], [-1.78, 3.05, -1.22], [-1.08, 1.47, -1.16], [1.67, 3.17, 2.53], [1.83, 4.99, 4.45], [3.42, 6.82, 5.19], [4.95, 7.87, 3.54], [3.46, 5.51, 0.49], [2.47, -1.38, -7.84], [2.84, 0.09, -8.01], [3.18, 0.74, -6.76], [3.28, 2.18, -6.86], [4.38, 2.78, -7.75], [4.23, 0.09, -5.98], [5.61, -0.09, -6.63], [1.66, -1.49, -7.12], [2.14, -1.78, -8.80], [3.32, -1.98, -7.52], [1.97, 0.62, -8.42], [3.64, 0.17, -8.76], [3.37, 2.60, -5.85], [2.31, 2.54, -7.23], [5.36, 2.71, -7.28], [4.17, 3.83, -7.92], [4.43, 2.29, -8.72], [3.86, -0.89, -5.67], [4.34, 0.65, -5.05], [5.53, -0.45, -7.66], [6.18, -0.84, -6.08], [6.19, 0.82, -6.63], [-2.47, -4.89, -1.00], [-1.55, -5.99, -0.48], [-2.15, -6.78, 0.58], [-1.20, -7.64, 1.26], [-0.54, -8.77, 0.46], [-3.44, -7.37, 0.28], [-3.53, -8.32, -0.92], [-2.79, -4.23, -0.19], [-1.93, -4.28, -1.73], [-3.35, -5.29, -1.50], [-0.66, -5.52, -0.08], [-1.22, -6.61, -1.33], [-1.69, -8.06, 2.14], [-0.40, -7.00, 1.65], [-1.23, -9.61, 0.30], [0.31, -9.17, 1.02], [-0.17, -8.43, -0.50], [-4.15, -6.56, 0.13], [-3.79, -7.89, 1.18], [-2.99, -7.94, -1.79], [-4.58, -8.45, -1.21], [-3.14, -9.32, -0.69]],
  "lowdin_charge": [-0.111, -0.271, -0.213, -0.206, -0.197, -0.194, -0.214, -0.214, -0.205, -0.194, -0.205, -0.213, -0.188, -0.116, -0.276, -0.020, -0.774, -0.082, -0.231, -0.262, -0.128, -0.103, -0.212, -0.813, -0.056, 0.836, -0.935, -0.023, 0.038, 0.810, 0.004, -0.282, -0.095, -0.015, -0.075, -0.179, 0.041, -0.073, 0.064, 0.066, 0.061, 0.086, 0.100, 0.113, 0.102, 0.096, 0.104, 0.102, 0.100, 0.097, 0.098, 0.104, 0.098, 0.115, 0.106, 0.097, 0.099, 0.099, 0.104, 0.109, 0.106, 0.103, 0.083, 0.107, 0.095, 0.107, 0.094, 0.156, 0.084, 0.094, 0.099, 0.086, 0.100, 0.106, 0.061, 0.066, 0.058, 0.100, 0.056, 0.119, 0.111, 0.153, 0.099, 0.084, 0.086, 0.113, -0.091, -0.279, -0.199, -0.251, -0.088, -0.244, -0.085, 0.080, 0.070, 0.062, 0.117, 0.099, 0.114, 0.108, 0.054, 0.069, 0.063, 0.100, 0.118, 0.064, 0.069, 0.053, -0.083, -0.272, -0.198, -0.252, -0.087, -0.250, -0.085, 0.074, 0.077, 0.064, 0.111, 0.101, 0.110, 0.104, 0.053, 0.068, 0.065, 0.100, 0.112, 0.066, 0.069, 0.052]
}

---

Entry 3:
{
  "formula": "C41H83N4O7PS",
  "method": "ωB97M-V/def2-TZVPD",
  "smiles": "COCCCCCCCC[C@@]1(c2ccncc2)OC(=O)O[C@@]1(CCCCS(=O)(=O)O)P(C)C.CCN(CC)CC.CCN(CC)CC.CCN(CC)CC",
  "e_tot_ev": -84261.439,
  "e_above_lowest_kcal_mol": 330.2,
  "multiplicity": 1,
  "e_homo_ev": -7.9,
  "symbols": ["C", "O", "C", "C", "C", "C", "C", "C", "C", "C", "C", "C", "C", "C", "N", "C", "C", "O", "C", "O", "O", "C", "C", "C", "C", "C", "S", "O", "O", "O", "P", "C", "C", "H", "H", "H", "H", "H", "H", "H", "H", "H", "H", "H", "H", "H", "H", "H", "H", "H", "H", "H", "H", "H", "H", "H", "H", "H", "H", "H", "H", "H", "H", "H", "H", "H", "H", "H", "H", "H", "H", "C", "C", "N", "C", "C", "C", "C", "H", "H", "H", "H", "H", "H", "H", "H", "H", "H", "H", "H", "H", "H", "H", "C", "C", "N", "C", "C", "C", "C", "H", "H", "H", "H", "H", "H", "H", "H", "H", "H", "H", "H", "H", "H", "H", "C", "C", "N", "C", "C", "C", "C", "H", "H", "H", "H", "H", "H", "H", "H", "H", "H", "H", "H", "H", "H", "H"],
  "positions_angstrom": [[-0.86, 2.57, 0.50], [-0.96, 2.93, -0.93], [-1.95, 2.10, -1.64], [-1.54, 1.98, -3.26], [-0.29, 0.90, -3.34], [0.62, 1.07, -4.72], [2.12, 0.35, -4.57], [3.23, 1.34, -3.88], [4.72, 0.69, -3.68], [4.74, -0.79, -2.97], [4.63, -0.78, -1.34], [5.65, 0.16, -0.47], [5.60, 1.82, -0.41], [6.57, 2.78, 0.47], [7.66, 2.19, 1.29], [7.78, 0.71, 1.25], [6.90, -0.42, 0.48], [3.31, -0.14, -1.03], [2.22, -1.13, -0.99], [0.94, -0.80, -0.79], [2.87, -2.45, -1.16], [4.29, -2.26, -0.72], [4.14, -2.45, 0.91], [3.24, -3.75, 1.36], [1.76, -3.33, 1.91], [1.75, -2.79, 3.48], [-0.01, -2.27, 3.88], [-0.23, -0.89, 3.16], [-0.95, -3.29, 3.16], [-0.32, -2.19, 5.57], [5.16, -3.82, -1.39], [7.04, -3.85, -1.03], [4.75, -4.18, -3.22], [-1.30, 3.48, 1.13], [-1.46, 1.61, 0.80], [0.26, 2.42, 0.84], [-2.02, 1.00, -1.21], [-3.02, 2.58, -1.49], [-1.13, 3.01, -3.66], [-2.51, 1.64, -3.82], [-0.73, -0.18, -3.21], [0.44, 1.18, -2.44], [0.01, 0.53, -5.58], [0.74, 2.22, -4.97], [1.95, -0.55, -3.82], [2.53, -0.06, -5.59], [2.85, 1.72, -2.83], [3.34, 2.33, -4.54], [5.16, 0.54, -4.78], [5.40, 1.50, -3.17], [3.87, -1.48, -3.37], [5.75, -1.31, -3.33], [4.76, 2.35, -1.06], [6.42, 3.95, 0.46], [8.69, 0.27, 1.89], [7.11, -1.58, 0.58], [3.77, -1.42, 1.35], [5.22, -2.62, 1.36], [3.10, -4.56, 0.51], [3.82, -4.31, 2.24], [1.25, -2.46, 1.28], [1.05, -4.27, 1.75], [2.46, -1.85, 3.59], [2.17, -3.62, 4.21], [0.39, -2.75, 6.02], [7.15, -3.95, 0.15], [7.51, -4.82, -1.50], [7.61, -2.85, -1.31], [5.53, -3.56, -3.88], [3.67, -3.87, -3.54], [5.00, -5.32, -3.45], [2.11, 0.99, 6.00], [1.70, 0.42, 7.35], [2.66, 0.68, 8.43], [2.39, -0.09, 9.65], [1.09, 0.21, 10.39], [3.03, 2.08, 8.65], [1.90, 3.06, 8.98], [3.09, 0.61, 5.69], [1.38, 0.69, 5.24], [2.13, 2.08, 6.00], [1.60, -0.66, 7.23], [0.70, 0.80, 7.61], [3.23, 0.02, 10.34], [2.39, -1.16, 9.38], [1.15, 1.14, 10.96], [0.90, -0.59, 11.12], [0.22, 0.25, 9.73], [3.54, 2.45, 7.75], [3.79, 2.14, 9.44], [1.02, 2.91, 8.36], [2.25, 4.08, 8.82], [1.61, 2.99, 10.03], [-5.60, 0.95, 0.30], [-6.02, 2.34, 0.79], [-6.36, 3.28, -0.28], [-6.49, 4.66, 0.19], [-7.62, 4.97, 1.17], [-7.38, 2.84, -1.22], [-8.76, 2.49, -0.66], [-4.76, 1.02, -0.40], [-5.29, 0.34, 1.15], [-6.43, 0.43, -0.19], [-5.17, 2.74, 1.36], [-6.84, 2.23, 1.51], [-6.58, 5.33, -0.67], [-5.55, 4.95, 0.67], [-8.59, 5.01, 0.66], [-7.46, 5.96, 1.62], [-7.68, 4.25, 1.98], [-7.00, 1.97, -1.77], [-7.51, 3.60, -2.00], [-8.70, 1.89, 0.25], [-9.31, 1.90, -1.40], [-9.35, 3.38, -0.46], [-3.77, -2.00, -3.48], [-4.69, -2.02, -4.70], [-4.16, -1.31, -5.86], [-5.15, -1.11, -6.92], [-5.70, -2.35, -7.62], [-2.83, -1.72, -6.32], [-2.64, -3.19, -6.72], [-3.53, -0.98, -3.18], [-4.28, -2.48, -2.63], [-2.84, -2.55, -3.65], [-5.63, -1.54, -4.39], [-4.93, -3.06, -4.94], [-4.74, -0.44, -7.68], [-6.00, -0.56, -6.49], [-4.98, -2.77, -8.32], [-6.59, -2.09, -8.20], [-6.00, -3.13, -6.91], [-2.10, -1.50, -5.53], [-2.51, -1.09, -7.16], [-3.12, -3.88, -6.03], [-1.58, -3.43, -6.75], [-3.03, -3.38, -7.73]],
  "lowdin_charge": [-0.122, -0.259, -0.225, -0.161, -0.212, -0.190, -0.202, -0.220, -0.186, -0.108, -0.281, 0.000, 0.011, -0.087, -0.031, -0.118, 0.012, -0.044, -0.240, 0.030, -0.077, -0.470, -0.150, -0.192, -0.213, -0.233, 0.796, -0.379, -0.377, -0.227, 0.931, -0.327, -0.323, 0.098, 0.094, 0.100, 0.123, 0.124, 0.117, 0.109, 0.113, 0.109, 0.104, 0.111, 0.101, 0.114, 0.107, 0.124, 0.124, 0.101, 0.110, 0.126, 0.096, 0.108, 0.106, 0.062, 0.142, 0.105, 0.105, 0.124, 0.117, 0.135, 0.125, 0.116, 0.099, 0.053, 0.058, 0.045, 0.042, 0.061, 0.062, -0.083, -0.270, -0.191, -0.253, -0.094, -0.250, -0.089, 0.079, 0.063, 0.068, 0.100, 0.101, 0.111, 0.105, 0.056, 0.072, 0.068, 0.101, 0.115, 0.069, 0.072, 0.055, -0.086, -0.268, -0.190, -0.252, -0.095, -0.251, -0.091, 0.060, 0.077, 0.065, 0.117, 0.095, 0.111, 0.108, 0.055, 0.072, 0.067, 0.100, 0.115, 0.068, 0.071, 0.054, -0.087, -0.268, -0.188, -0.252, -0.095, -0.252, -0.088, 0.066, 0.076, 0.066, 0.117, 0.095, 0.111, 0.108, 0.055, 0.072, 0.067, 0.090, 0.115, 0.069, 0.071, 0.055]
}